{
  "formula": "C17H32BF4LiO9",
  "method": "wB97M-V/def2-TZVPD",
  "gap_ev": 7.10,
  "e_tot_ha": -1775.90418,
  "relative_energy_kcal_mol": 39.06,
  "lumo_ev": -0.4,
  "fmax_ev_per_a": 11.69,
  "elements": ["Li", "B", "F", "F", "F", "F", "C", "O", "H", "H", "H", "H", "C", "O", "H", "H", "H", "H", "C", "O", "H", "H", "H", "H", "C", "O", "H", "H", "H", "H", "C", "O", "H", "H", "H", "H", "C", "C", "C", "C", "C", "C", "O", "O", "H", "H", "H", "H", "H", "H", "C", "C", "C", "C", "C", "C", "O", "O", "H", "H", "H", "H", "H", "H"],
  "coordinates": [[6.3935, -59.6955, 24.4478], [8.5595, -57.9331, 25.9085], [8.4241, -58.2720, 27.3197], [7.4221, -58.0411, 25.2360], [9.0856, -56.5757, 25.8773], [9.4145, -58.8149, 25.3254], [8.0131, -54.6854, 29.3296], [8.3053, -56.1314, 29.6026], [7.4145, -54.5663, 28.4441], [9.0037, -54.0172, 29.0428], [7.7276, -54.3124, 30.1062], [7.9232, -56.5432, 28.7569], [4.7428, -57.2622, 23.1945], [5.4491, -58.4032, 23.0815], [4.9185, -56.7298, 24.1365], [3.8765, -57.5502, 23.0730], [4.9635, -56.5209, 22.3866], [5.8254, -58.3639, 22.3280], [12.3555, -55.4328, 25.6670], [12.0044, -56.7096, 25.2240], [13.4168, -55.5144, 26.2450], [11.6217, -54.9811, 26.4082], [12.3159, -54.7518, 24.7518], [11.1994, -56.6988, 24.5438], [8.6602, -61.1058, 22.8764], [7.9202, -59.9562, 23.2087], [8.8734, -61.0137, 21.9680], [8.3049, -62.1453, 23.1879], [9.5774, -61.1704, 23.3412], [8.6562, -59.3258, 23.0816], [7.8790, -61.3313, 26.3788], [6.6065, -60.6471, 26.3014], [7.6280, -62.4904, 26.1146], [8.2422, -61.4786, 27.4515], [8.4896, -61.1507, 25.6853], [6.6659, -60.1227, 27.1473], [7.8260, -60.9840, 33.0097], [7.3280, -60.1739, 32.0641], [8.0377, -59.9293, 30.7490], [9.3525, -60.5566, 30.7211], [9.8423, -61.4895, 31.7504], [8.9776, -61.6333, 32.8357], [9.5109, -62.3920, 33.8753], [7.5759, -59.2308, 29.6968], [7.2075, -61.1192, 33.9616], [6.5088, -59.5998, 32.2384], [10.1687, -60.3557, 30.1371], [10.6619, -61.9453, 31.6390], [9.2827, -62.1423, 34.7999], [8.2788, -59.2058, 28.9747], [6.9874, -52.1552, 25.7334], [5.7235, -51.6685, 25.2573], [4.8474, -52.4152, 24.5924], [5.1948, -53.7073, 24.3046], [6.2504, -54.3320, 24.9183], [7.2749, -53.4959, 25.4930], [8.5014, -54.0499, 25.9538], [3.7113, -51.9070, 24.0705], [7.7446, -51.4822, 25.9693], [5.6912, -50.5536, 25.3888], [4.5222, -54.3020, 23.5041], [6.3119, -55.4222, 24.7100], [8.4850, -54.8606, 25.5858], [3.7695, -51.0942, 23.5798]],
  "atomic_forces_ev_per_a": [[0.409, 0.601, 0.286], [2.766, 1.351, 2.541], [-0.384, 0.092, -0.946], [-3.438, 0.301, -1.171], [-0.701, -1.352, -0.317], [1.460, -0.729, -0.489], [6.840, -3.955, -8.613], [-1.446, 1.415, -2.763], [-0.653, 0.021, 0.016], [-1.908, -2.010, 0.610], [-3.956, 4.198, 8.738], [1.213, 0.325, 2.021], [6.029, 5.646, 0.940], [-1.194, -3.027, 7.597], [-0.188, -0.377, -0.068], [-9.368, -1.755, -0.657], [0.118, -0.554, 0.473], [4.560, -0.325, -8.072], [0.625, 1.441, 0.561], [-2.269, -1.102, -2.039], [-2.430, 0.337, -1.768], [0.696, -0.691, -0.668], [0.831, -0.342, 1.370], [2.592, 0.320, 2.626], [-2.265, -3.249, 6.102], [0.336, 0.284, 0.318], [1.372, -0.210, -8.010], [-0.809, 1.656, -0.730], [2.277, 0.673, 1.625], [-1.143, 0.578, 0.771], [-5.835, -6.583, 5.621], [1.223, 0.981, 1.430], [0.304, 2.267, 0.618], [-0.167, 0.947, -1.610], [5.194, 2.675, -4.976], [-0.752, -0.185, -1.382], [-2.652, 0.245, 2.086], [2.312, 1.143, -5.374], [2.508, -2.766, 3.315], [-2.064, -1.599, 3.318], [-9.624, 5.728, -0.400], [4.034, -1.788, 1.076], [0.134, -0.696, 0.840], [0.567, 0.114, -0.730], [1.141, 0.180, -1.334], [-2.556, 1.347, 0.399], [1.166, 0.988, -2.633], [6.351, -3.279, -0.531], [-0.219, 0.145, -1.423], [-1.141, 0.277, 1.253], [-2.174, -1.834, -2.234], [3.832, 2.899, 2.351], [-0.357, 0.299, -1.374], [-2.296, -2.674, -1.664], [1.384, 0.123, -0.720], [0.255, -1.151, 1.550], [-2.375, 5.520, 0.679], [-1.794, -0.562, -0.289], [1.062, 0.952, 0.910], [-0.840, -1.165, -0.266], [1.390, 1.351, 2.256], [0.770, 0.949, 0.460], [0.660, -4.878, -1.534], [0.589, 0.471, 0.025]]
}